No. 1
# CH4S

A 2-piece molecular cluster, CH4S overall (ωB97M-V/def2-TZVPD, the Open Molecules 2025 dataset).

CARTESIAN COORDINATES (ANGSTROEM)
C  1.34446  0.50783  1.13960
S  -0.83581  -0.31296  -0.71615
H  1.39669  1.52673  0.70859
H  0.87793  -0.23718  0.48454
H  0.68871  0.50511  2.00500
H  2.34291  0.16570  1.42265

Computed properties:
- relative energy (zero: lowest compared OMol25 entry of this formula, charge and spin) (eV) = 3.586



No. 2
# C5H8O2

One molecule with the formula C5H8O2 (ωB97M-V/def2-TZVPD, the Open Molecules 2025 dataset).

CARTESIAN COORDINATES (ANGSTROEM)
O  1.01229  1.30474  1.22489
C  0.86759  1.30411  -0.17969
C  0.93510  -0.09336  -0.77609
C  -0.22959  -1.03415  -0.38455
O  0.28364  -1.91359  0.60844
C  -1.41948  -0.32539  0.11949
C  -2.33713  0.31641  0.56326
H  0.54843  0.53609  1.59085
H  1.68002  1.92226  -0.58442
H  -0.08036  1.77307  -0.48028
H  1.85143  -0.58195  -0.43108
H  1.00468  -0.02336  -1.86481
H  -0.55163  -1.59721  -1.27081
H  -0.43483  -2.49251  0.89709
H  -3.13016  0.90482  0.96771

Computed properties:
- structure (SMILES) = C#C[C@H](O)CCO
- relative energy (zero: lowest compared OMol25 entry of this formula, charge and spin) (eV) = 2.598



No. 3
# C7H17NO

A 3-piece molecular cluster, C7H17NO overall (ωB97M-V/def2-TZVPD, the Open Molecules 2025 dataset).

CARTESIAN COORDINATES (ANGSTROEM)
C  -0.58041  -0.86465  0.77554
C  -0.26083  0.85525  -1.03764
C  0.86049  0.20719  -0.51262
C  -0.87764  0.02893  1.95400
C  -1.83649  -1.38745  0.11327
C  0.35045  -1.99943  1.15091
C  1.04259  1.64889  -2.57638
N  1.73746  0.86654  0.33969
O  -0.83744  1.93412  -0.44952
H  -0.32464  2.19543  0.32708
H  -0.92537  0.32620  -1.70162
H  1.21736  -0.65591  -1.05994
H  2.58298  0.35589  0.54050
H  1.93617  1.83141  0.11355
H  -1.31228  -0.54169  2.78932
H  0.03270  0.49504  2.34009
H  -1.60629  0.80297  1.70444
H  -2.37901  -2.07574  0.77955
H  -1.60962  -1.93925  -0.80301
H  -2.53537  -0.58480  -0.12946
H  1.26317  -1.63727  1.62968
H  -0.13201  -2.68582  1.86377
H  0.62726  -2.60421  0.28286
H  0.30240  1.84635  -3.34736
H  1.84185  1.01332  -2.95095
H  1.42252  2.56867  -2.13576

Computed properties:
- relative energy (zero: lowest compared OMol25 entry of this formula, charge and spin) (eV) = 5.144



HOMO-LUMO gap, record by record: 6.570, 10.876, 7.093 eV
HOMO, record by record: -9.761, -10.106, -6.381 eV
E, record by record: -438.54084, -345.70949, -406.74129 Eh